# C30H74F3N8O8

A cluster of 6 separate species, C30H74F3N8O8 in total (ωB97M-V with the def2-TZVPD basis set, OMol25).

```
! RIJCOSX wB97M-V def2-TZVPD def2/J DEFGRID3
* xyz 1 1
C 2.74259 3.48640 1.48482
C 2.16186 2.83871 0.23599
O 2.44789 1.44259 0.33815
C 0.65330 3.03901 0.08329
N -0.04187 2.66725 1.31603
C -0.68627 1.53962 1.52654
N -1.16695 1.22414 2.75277
C -1.29007 -0.21471 3.13352
O -1.62016 -0.98440 2.02488
C -0.76841 -0.71855 0.92279
N -0.90659 0.65683 0.46537
C -2.24352 0.86322 -0.20064
C -2.67113 2.30928 -0.33114
O -3.19301 2.85874 0.87384
C -4.38009 2.24826 1.32308
C -5.27999 3.32630 1.88710
F -4.61131 4.17292 2.67484
F -5.87429 4.05228 0.92709
F -6.26260 2.77191 2.61736
H 2.26699 4.45446 1.68249
H 3.81167 3.64807 1.35854
H 2.57528 2.82430 2.34125
H 2.64784 3.27556 -0.64374
H 2.18088 0.99760 -0.47408
H 0.40214 4.07234 -0.17456
H 0.28036 2.39563 -0.71532
H 0.04002 3.31906 2.08401
H -0.77159 1.77955 3.50413
H -0.33420 -0.52882 3.57511
H -2.08235 -0.32101 3.87598
H 0.27881 -0.93386 1.16340
H -1.08413 -1.37805 0.11252
H -2.99704 0.27798 0.33328
H -2.16667 0.44049 -1.20744
H -3.36096 2.40346 -1.17097
H -1.82376 2.94913 -0.58180
H -4.90074 1.73639 0.50789
H -4.19265 1.52227 2.12525
C 4.52457 8.14300 -2.01513
C 3.26309 7.32741 -1.75595
C 3.39012 6.33721 -0.59193
O 4.14844 5.17590 -0.87418
C 5.55490 5.31847 -0.74608
N 2.83845 6.69008 -3.00330
H 5.28329 7.55350 -2.52990
H 4.29054 8.99327 -2.65324
H 4.95438 8.52038 -1.08573
H 2.47181 8.02646 -1.46717
H 2.38447 5.97543 -0.34829
H 3.78727 6.83487 0.30285
H 5.80798 5.99454 0.07525
H 6.01295 5.68583 -1.66565
H 5.96319 4.33181 -0.53002
H 1.92911 6.25423 -2.88480
H 3.47952 5.93113 -3.21580
C -5.39951 -2.27124 -0.55463
C -6.15110 -1.05043 -1.07285
C -7.13871 -1.34661 -2.20565
O -6.52464 -1.58482 -3.45498
C -6.12159 -2.92056 -3.69890
N -5.17979 -0.01676 -1.45803
H -4.61735 -2.58355 -1.24792
H -4.91986 -2.04203 0.39789
H -6.07281 -3.11484 -0.40002
H -6.74235 -0.64838 -0.24420
H -7.76561 -0.46350 -2.35180
H -7.79964 -2.18063 -1.93947
H -6.82357 -3.63198 -3.25485
H -5.11813 -3.12557 -3.31621
H -6.11451 -3.06439 -4.77791
H -5.68240 0.83498 -1.69732
H -4.75894 -0.31321 -2.33529
C 1.93951 -5.31145 4.44799
C 1.12605 -4.09805 4.02072
C 0.23558 -4.35553 2.79966
O 0.92617 -4.40205 1.56672
C 1.52182 -5.65175 1.24698
N 2.03274 -2.96173 3.82100
H 2.78240 -5.48431 3.77900
H 2.34810 -5.16223 5.44676
H 1.32955 -6.21605 4.46035
H 0.45216 -3.83468 4.84282
H -0.46408 -3.51780 2.70346
H -0.36395 -5.26464 2.93618
H 0.90039 -6.48075 1.59723
H 2.52230 -5.75630 1.67243
H 1.59713 -5.70463 0.16176
H 1.49450 -2.11917 3.64163
H 2.55992 -3.12542 2.96741
C -1.61865 3.63333 -4.41762
C -2.46987 2.40891 -4.73679
C -3.23835 2.50352 -6.05929
O -4.36248 3.35313 -6.01188
C -4.11244 4.72538 -6.25982
N -3.36208 2.13665 -3.60113
H -2.23046 4.46939 -4.07751
H -0.91142 3.40086 -3.61887
H -1.04956 3.95980 -5.28870
H -1.79486 1.55252 -4.83313
H -3.63163 1.51142 -6.29553
H -2.56952 2.79740 -6.87824
H -3.32362 4.85390 -7.00669
H -3.83525 5.26486 -5.35046
H -5.03373 5.15662 -6.64668
H -3.84579 1.25812 -3.76845
H -4.10193 2.83577 -3.62779
C 7.61914 -8.22644 3.35797
C 6.23558 -8.79183 3.05604
C 5.34709 -7.85918 2.22450
O 4.80660 -6.76238 2.94007
C 5.65921 -5.64069 3.07458
N 5.60608 -9.21154 4.30894
H 7.58008 -7.47416 4.14613
H 8.27719 -9.02149 3.70504
H 8.06709 -7.77303 2.47174
H 6.37311 -9.69172 2.44850
H 4.48239 -8.43050 1.87703
H 5.88366 -7.49736 1.33721
H 6.28373 -5.50988 2.18576
H 6.30277 -5.71663 3.95358
H 5.02661 -4.75995 3.19326
H 4.74434 -9.71171 4.11463
H 5.32389 -8.38083 4.82120
*
```

Its HOMO energy is -0.38568 Ha.

=====

# C30H74N4

A cluster of 5 separate species, C30H74N4 in total (ωB97M-V with the def2-TZVPD basis set, OMol25).

```
! RIJCOSX wB97M-V def2-TZVPD def2/J DEFGRID3
* xyz 0 1
C 6.91791 -2.56919 -1.29481
C 6.13591 -3.58219 -0.40281
N 7.05991 -4.04719 0.70519
C 6.80991 -3.28119 2.01719
C 5.56091 -3.76419 2.77519
C 7.30991 -5.54119 0.81019
C 8.44691 -5.92419 1.74319
H 7.91991 -2.75219 -1.73981
H 6.76091 -1.71819 -0.75681
H 6.23291 -2.31719 -2.22881
H 6.08891 -4.44219 -0.95181
H 5.18391 -3.27219 -0.00281
H 6.51991 -2.29019 1.85819
H 7.50991 -3.13219 2.57519
H 4.70791 -3.85119 2.00919
H 5.00891 -2.96019 3.21319
H 5.92491 -4.63019 3.42819
H 7.39891 -6.00519 -0.14581
H 6.25491 -5.86419 1.12019
H 9.22391 -5.29419 1.55319
H 8.50091 -6.86919 1.84619
H 8.21991 -5.68419 2.79219
C 0.60591 1.50181 -1.54881
C 0.58391 0.61581 -2.76981
N -0.58509 0.80481 -3.61981
C -0.75409 2.11181 -4.35681
C 0.46191 2.37881 -5.22281
C -1.00909 -0.41819 -4.40981
C -1.70209 -1.39519 -3.61081
H -0.28009 1.18381 -1.05381
H 0.56191 2.62981 -1.67381
H 1.52691 1.44781 -0.97581
H 0.60591 -0.23919 -2.26381
H 1.45791 0.77681 -3.46781
H -0.81309 2.96581 -3.74181
H -1.63509 2.15881 -5.05781
H 0.32191 3.14981 -5.94181
H 0.70191 1.61681 -5.81681
H 1.32191 2.66081 -4.70181
H -0.08409 -0.87819 -4.93381
H -1.57809 -0.06619 -5.25181
H -2.20809 -2.15719 -4.12281
H -2.44309 -0.89019 -3.07381
H -1.07509 -1.92319 -2.93481
C -4.79009 0.85281 3.20219
C -3.64909 0.52281 2.31119
N -2.71709 -0.71219 2.78719
C -2.27809 -1.63219 1.67319
C -1.46709 -0.96819 0.65919
C -1.73009 -0.32519 3.75419
C -1.40309 -1.49419 4.64219
H -5.61909 0.19981 3.24819
H -4.95409 1.88881 3.22519
H -4.30309 0.65581 4.21519
H -3.09609 1.35681 1.87019
H -4.03909 0.18581 1.46119
H -3.16409 -2.14019 1.22019
H -1.74009 -2.52319 2.04119
H -0.63009 -0.51519 1.15619
H -1.93809 -0.15819 0.02719
H -1.19109 -1.73519 -0.17581
H -2.12709 0.49681 4.47019
H -0.89609 0.14181 3.27519
H -0.61409 -1.03519 5.26019
H -1.17809 -2.44219 4.28719
H -2.39909 -1.86519 5.04019
C -5.29409 2.34981 -5.04581
C -5.08909 1.19781 -3.98781
N -5.17309 1.71881 -2.65881
C -5.93109 0.89981 -1.59181
C -5.22009 -0.46719 -1.21581
C -3.88209 2.06981 -2.17481
C -3.65509 3.04981 -0.97881
H -6.22309 3.03881 -5.14681
H -4.92809 1.76381 -5.98581
H -4.33409 3.06081 -4.92281
H -4.04309 0.51881 -3.94081
H -5.75709 0.42581 -4.20281
H -6.78209 0.57781 -1.92681
H -6.24509 1.45481 -0.78381
H -4.37109 -0.35119 -0.96581
H -5.33409 -0.98319 -2.12981
H -5.73609 -1.11219 -0.57281
H -3.31509 2.49381 -2.90781
H -3.06009 1.30781 -1.96081
H -3.93809 2.52181 -0.11281
H -4.44909 3.77881 -1.12481
H -2.55009 3.43481 -0.74981
C 3.14991 0.33681 3.73819
C 2.08091 0.93781 2.87519
C 1.40191 2.21381 3.23919
C 0.36691 2.76381 2.28519
C -0.27909 4.11081 2.67619
C -1.23709 4.68481 1.68919
H 2.56991 0.05481 4.75719
H 3.92691 0.98181 3.93319
H 3.45891 -0.66019 3.30619
H 1.08991 0.24481 2.72219
H 2.36191 1.24581 1.86619
H 2.00091 3.08081 3.41219
H 0.86291 2.02781 4.20219
H -0.35209 1.95181 2.23719
H 0.79491 2.85081 1.39119
H 0.59491 4.61081 2.88319
H -0.72109 4.17181 3.54519
H -1.95609 4.04381 1.18519
H -0.75909 5.14981 0.80219
H -1.80209 5.44881 2.31819
*
```

Its HOMO energy is -0.28458 Ha.

=====

# C30H75BCd2F4N5O4S

A structure of composition C30H75BCd2F4N5O4S (ωB97M-V with the def2-TZVPD basis set, OMol25).

```
! RIJCOSX wB97M-V def2-TZVPD def2/J DEFGRID3
* xyz 2 2
Cd -14.50666 -14.31169 -12.53505
Cd -13.16601 -16.89665 -8.41452
S -13.87739 -15.64629 -10.52994
O -12.79635 -15.46404 -9.62725
O -13.49647 -15.81233 -11.90131
O -14.51987 -16.76725 -9.84591
O -14.70945 -14.46972 -10.55635
B -11.98616 -18.80639 -8.30282
F -13.32247 -18.92417 -8.05557
F -11.76643 -18.10728 -9.46893
F -11.62589 -17.89834 -7.30221
F -11.30568 -19.97564 -8.19562
C -14.52862 -23.76650 -13.02578
C -13.66323 -22.51844 -13.00809
N -14.47233 -21.37955 -13.46768
C -13.92928 -20.12203 -12.92378
C -14.32050 -20.00261 -11.39501
C -14.42620 -21.29577 -14.93164
C -15.44372 -20.37419 -15.52701
H -15.19594 -23.85900 -13.88266
H -15.12162 -23.76485 -12.11120
H -13.99358 -24.71316 -13.10098
H -13.19145 -22.42071 -12.03035
H -12.87735 -22.69907 -13.74148
H -12.84457 -20.11711 -13.03093
H -14.23429 -19.22274 -13.45889
H -14.20077 -20.85948 -10.73203
H -13.82507 -19.13430 -10.96063
H -15.38768 -19.84052 -11.24350
H -14.68480 -22.28611 -15.30644
H -13.44325 -21.02871 -15.31969
H -15.28202 -19.30528 -15.38783
H -16.45120 -20.62840 -15.19768
H -15.50715 -20.55555 -16.59994
C -15.70000 -14.33894 -5.97650
C -14.79183 -14.94637 -7.09666
N -13.91049 -16.09097 -6.66703
C -12.83543 -15.60090 -5.80095
C -11.75047 -14.78020 -6.45071
C -14.68174 -17.09021 -5.88780
C -15.88345 -17.65299 -6.65607
H -16.43904 -15.04282 -5.59377
H -16.24871 -13.53645 -6.46948
H -15.16495 -13.85560 -5.15906
H -15.44200 -15.26824 -7.91016
H -14.21821 -14.13986 -7.55340
H -12.41957 -16.39785 -5.18449
H -13.22364 -14.95552 -5.01300
H -11.00377 -14.59847 -5.67772
H -12.07436 -13.80266 -6.80793
H -11.17629 -15.35416 -7.17803
H -14.06516 -17.96029 -5.66224
H -15.03087 -16.71020 -4.92770
H -15.58583 -18.06208 -7.62156
H -16.43893 -18.36891 -6.05026
H -16.70954 -16.95640 -6.79904
C -14.07992 -16.10434 -15.01803
C -15.43642 -15.42286 -14.94445
N -15.98394 -15.35916 -13.56622
C -17.17998 -14.50390 -13.65287
C -17.68482 -14.24451 -12.23604
C -16.13935 -16.66830 -12.95182
C -17.30336 -17.50883 -13.49668
H -14.22809 -17.16969 -14.84150
H -13.26772 -15.72333 -14.39895
H -13.71093 -16.15351 -16.04249
H -15.37518 -14.40487 -15.32922
H -16.06522 -15.95861 -15.65556
H -16.88036 -13.56326 -14.11496
H -17.92740 -14.96039 -14.30178
H -16.88529 -14.07431 -11.51501
H -18.32523 -13.36763 -12.33119
H -18.33004 -15.07804 -11.95852
H -16.33302 -16.54430 -11.88636
H -15.22985 -17.26893 -12.93954
H -17.17920 -17.65956 -14.56904
H -18.23524 -16.96950 -13.32690
H -17.41605 -18.43169 -12.92771
C -9.10816 -12.44565 -7.75675
C -9.91995 -11.22399 -8.27865
N -11.33386 -11.50002 -8.53940
C -11.51448 -12.61491 -9.50079
C -11.05774 -12.34869 -10.95779
C -12.06345 -10.24412 -8.84381
C -13.62229 -10.40883 -8.93128
H -9.01314 -13.26621 -8.46792
H -9.55370 -12.83439 -6.84107
H -8.10085 -12.13597 -7.47832
H -9.88806 -10.41793 -7.54561
H -9.34146 -10.81046 -9.10476
H -11.02031 -13.52306 -9.15559
H -12.55135 -12.94930 -9.46665
H -11.62321 -11.50485 -11.35313
H -10.00375 -12.07237 -10.98710
H -11.33464 -13.16455 -11.62547
H -11.73900 -9.85637 -9.80946
H -11.85450 -9.53762 -8.04050
H -14.00825 -11.00616 -9.75732
H -14.06899 -9.43163 -9.11468
H -14.01400 -10.75622 -7.97526
C -18.46781 -14.82062 -8.09122
C -19.44648 -15.33991 -9.01928
N -19.40951 -16.80534 -9.06816
C -20.66844 -17.31055 -9.68496
C -21.89633 -17.34786 -8.76598
C -18.27515 -17.27975 -9.89543
C -17.99511 -18.78469 -9.70342
H -17.47033 -14.69183 -8.51140
H -18.41787 -15.38416 -7.15954
H -18.80644 -13.83346 -7.77665
H -20.40826 -15.02999 -8.61059
H -19.29489 -14.84603 -9.97907
H -20.90502 -16.82950 -10.63402
H -20.53478 -18.32756 -10.05362
H -22.32671 -16.34830 -8.70486
H -22.60603 -18.02998 -9.23409
H -21.63281 -17.74040 -7.78385
H -17.36749 -16.78407 -9.55112
H -18.40585 -17.18003 -10.97296
H -18.60495 -19.45231 -10.31208
H -18.09204 -19.08240 -8.65935
H -16.97747 -19.07898 -9.96014
*
```

Its expectation value of S² is 0.75. Its HOMO energy (alpha / beta) is -0.43492 / -0.43492 Ha.

=====

# C30H75BCdF4K2N5O8S2

A structure of composition C30H75BCdF4K2N5O8S2 (ωB97M-V with the def2-TZVPD basis set, OMol25).

```
! RIJCOSX wB97M-V def2-TZVPD def2/J DEFGRID3
* xyz 0 2
K -1.94657 -0.60390 -1.33829
K -0.76006 2.76240 1.86909
Cd 1.31155 1.94457 -1.99361
S -1.19707 3.65079 -1.66327
O -1.81997 2.40236 -1.87134
O 0.21913 3.49133 -1.94316
O -1.88309 4.36474 -2.74808
O -1.50287 4.17291 -0.36003
S 1.03708 0.42766 0.06723
O -0.18260 0.43871 0.85081
O 1.59332 1.73482 -0.09215
O 2.00959 -0.55293 0.40737
O 0.55418 0.34719 -1.30611
B -0.69617 1.16619 -4.39688
F -0.40522 0.65737 -5.68158
F 0.51639 1.63144 -3.79688
F -1.69614 2.10042 -4.47173
F -1.19477 0.01875 -3.69694
C 4.75724 1.85479 -4.77918
C 3.37593 2.19511 -4.13049
N 3.21245 1.52188 -2.84517
C 4.10790 2.08642 -1.80073
C 3.97146 3.66026 -1.74355
C 3.39363 0.06929 -2.89760
C 2.64575 -0.73094 -3.98351
H 4.75372 0.85449 -5.21217
H 5.55035 1.84490 -4.03153
H 5.12055 2.54283 -5.54253
H 3.17948 3.25362 -3.96000
H 2.66275 1.88506 -4.89426
H 5.11288 1.81728 -2.12580
H 3.92573 1.73030 -0.78678
H 4.34805 4.19883 -2.61317
H 4.60362 3.99254 -0.92011
H 2.93946 3.81055 -1.42655
H 4.45009 -0.16850 -3.02186
H 3.18685 -0.34578 -1.91116
H 2.93314 -1.76751 -3.80741
H 1.58221 -0.70000 -3.74682
H 2.69995 -0.51412 -5.05035
C 3.02501 -6.61339 -2.56282
C 1.55329 -6.14001 -2.54235
N 1.06870 -5.90421 -1.16464
C 0.81019 -7.09854 -0.25700
C -0.13901 -8.07567 -0.89498
C 1.84865 -4.95575 -0.38554
C 2.08506 -3.64774 -1.11388
H 3.68954 -5.96952 -1.98668
H 3.43633 -6.74961 -3.56300
H 3.18651 -7.49764 -1.94627
H 1.38604 -5.30350 -3.22087
H 1.00041 -6.94034 -3.03418
H 1.70648 -7.68186 -0.04604
H 0.47361 -6.67141 0.68766
H -1.06102 -8.01419 -0.31687
H -0.24212 -7.76480 -1.93461
H 0.31901 -9.06462 -0.91201
H 2.72491 -5.56211 -0.15622
H 1.29287 -4.68104 0.51098
H 2.56983 -3.76186 -2.08346
H 2.67172 -2.85254 -0.65389
H 1.13886 -3.24683 -1.47731
C -1.19809 -3.08233 1.28264
C -1.76977 -4.00800 0.18285
N -2.74614 -3.29722 -0.60179
C -3.08834 -4.00741 -1.88155
C -1.94092 -3.93592 -2.89953
C -3.97674 -2.90686 0.11460
C -4.91753 -4.15439 0.30866
H -1.85591 -2.39542 1.81511
H -0.34954 -2.48709 0.94538
H -0.64492 -3.65157 2.02967
H -1.00403 -4.52920 -0.39169
H -2.29424 -4.86412 0.60722
H -3.14875 -5.07794 -1.68553
H -4.02908 -3.68472 -2.32763
H -1.81812 -2.88995 -3.18052
H -1.02742 -4.37740 -2.50115
H -2.21493 -4.54629 -3.76003
H -4.61905 -2.32034 -0.54231
H -3.85886 -2.17033 0.90942
H -5.44148 -4.57454 -0.54986
H -5.74115 -3.76406 0.90648
H -4.43097 -4.91259 0.92226
C -2.90260 0.01575 3.57884
C -3.67315 0.73459 2.45804
N -3.73444 2.19672 2.75397
C -4.47522 2.50557 3.96540
C -5.96528 2.20102 3.94173
C -4.15144 3.09729 1.66082
C -3.95133 4.60181 1.81971
H -3.54998 0.00646 4.45571
H -1.85828 0.27995 3.74523
H -2.83615 -1.01170 3.22103
H -3.08322 0.70115 1.54208
H -4.70061 0.42740 2.26300
H -4.03737 1.89586 4.75574
H -4.26673 3.51547 4.31856
H -6.04327 1.17192 4.29240
H -6.52366 2.84090 4.62501
H -6.28744 2.39447 2.91855
H -5.20583 2.91496 1.45320
H -3.55030 2.86101 0.78281
H -2.96991 4.91838 2.17286
H -4.77609 4.92327 2.45573
H -4.05146 4.97939 0.80212
C 1.24209 5.18538 5.82159
C 2.21694 4.61352 4.83602
N 1.65970 4.41599 3.51828
C 2.51723 3.73486 2.52859
C 2.77379 2.32876 2.96800
C 1.03422 5.61706 2.83737
C 2.00459 6.79892 2.61284
H 0.70306 6.07122 5.48568
H 1.86408 5.44999 6.67669
H 0.44936 4.46597 6.02685
H 2.97078 5.36710 4.60809
H 2.75981 3.70401 5.09325
H 3.38795 4.31261 2.21851
H 1.96002 3.53773 1.61276
H 3.69403 2.42428 3.54430
H 3.06031 1.69999 2.12499
H 1.95179 1.90127 3.54218
H 0.64946 5.37144 1.84756
H 0.09886 5.84417 3.34885
H 1.61996 7.48958 1.86241
H 2.08447 7.49806 3.44526
H 2.99251 6.58561 2.20465
*
```

Its expectation value of S² is 0.76. Its HOMO energy (alpha / beta) is -0.30266 / -0.30266 Ha.

=====

For reference, max |F| by record: 1.01 11.93 8.03 8.95 eV/Å.